Entry 1:
Molecular formula: C3H4Br2N2
Method: DFT, ωB97M-V/def2-TZVPD

Structure (XYZ):
```
11
Properties=species:S:1:pos:R:3:lowdin_charge:R:1
C -0.21 -1.65 -0.91 -0.678
C 0.53 -0.70 -0.36 -0.204
C 0.24 0.69 -0.86 -0.218
N -1.27 -0.43 -2.12 0.115
N -0.86 0.61 -1.79 -0.104
Br -0.80 -3.38 -0.72 0.719
Br -1.94 -0.20 2.11 0.379
H -2.38 -0.41 0.81 -0.299
H 1.20 -0.84 0.39 0.072
H -0.09 1.35 -0.17 0.062
H 0.92 1.33 -1.52 0.155
```

The calculation puts the orbital gap at 9.28 eV. For the total energy, the calculation gives -146237.254 eV. The net charge is 0. The value obtained for the LUMO energy is 0.70 eV.

Entry 2:
Molecular formula: C3H4Br2O
Method: DFT, ωB97M-V/def2-TZVPD

Structure (XYZ):
```
10
Properties=species:S:1:pos:R:3:lowdin_charge:R:1
C 1.18 -0.98 -0.62 -0.082
C 1.32 0.27 -0.22 -0.645
C -2.05 -0.43 0.50 -0.453
O -1.11 0.45 0.79 -0.159
Br 3.01 1.04 0.25 0.614
Br -3.69 0.37 -0.25 0.529
H 1.92 -1.82 -0.48 0.089
H 0.17 -1.32 -0.74 0.024
H 0.63 1.05 -0.10 -0.015
H -1.38 1.37 0.88 0.097
```

The calculation puts the orbital gap at 9.20 eV. For the total energy, the calculation gives -145304.425 eV. The net charge is 0. The value obtained for the LUMO energy is -0.43 eV.

Entry 3:
Molecular formula: C3H4BrClN2O
Method: DFT, ωB97M-V/def2-TZVPD

Structure (XYZ):
```
12
Properties=species:S:1:pos:R:3:lowdin_charge:R:1
C 0.92 0.37 0.92 -0.672
C -0.40 -0.53 0.96 -0.169
C -0.47 -0.47 -1.36 0.014
N 1.38 0.40 -0.31 -0.467
N -1.14 -0.27 -0.24 -0.555
O 1.34 0.81 1.97 0.020
Cl 2.35 1.64 -0.91 0.571
Br -2.30 1.22 -0.16 0.813
H -0.10 -1.58 0.98 0.133
H -0.97 -0.28 1.85 0.110
H -0.73 0.06 -2.26 0.093
H 0.12 -1.37 -1.44 0.107
```

The calculation puts the orbital gap (spin up / spin down) at 7.45 / 7.45 eV. For the total energy, the calculation gives -90764.472 eV. The net charge is 0. The value obtained for the LUMO energy (spin up / spin down) is -1.04 / -1.04 eV.

Entry 4:
Molecular formula: C3H4BrF
Method: DFT, ωB97M-V/def2-TZVPD

Structure (XYZ):
```
9
Properties=species:S:1:pos:R:3:lowdin_charge:R:1
C -0.17 0.06 -0.75 -0.099
C -0.24 0.00 0.78 -0.118
C -1.36 0.65 0.00 -0.897
F -1.55 1.98 -0.04 -0.005
Br -3.03 -0.26 0.01 0.756
H 0.52 0.63 -1.25 0.073
H -0.16 -0.85 -1.30 0.091
H -0.56 -0.88 1.30 0.080
H 0.42 0.65 1.39 0.119
```

The calculation puts the orbital gap at 10.93 eV. For the total energy, the calculation gives -75934.375 eV. The net charge is 0. Its SMILES is FC1(Br)CC1. The value obtained for the LUMO energy is 0.93 eV.

Entry 5:
Molecular formula: C3H4BrFO
Method: DFT, ωB97M-V/def2-TZVPD

Structure (XYZ):
```
10
Properties=species:S:1:pos:R:3:lowdin_charge:R:1
C -1.19 0.05 0.07 -0.147
C -0.51 1.18 -0.55 -0.178
C 1.20 -1.55 0.66 -0.466
O -2.19 -0.33 0.56 0.133
F -1.37 1.96 -1.33 -0.072
Br 2.53 -0.71 -0.44 0.565
H 0.23 0.80 -1.17 0.045
H -0.38 1.98 0.27 0.180
H 0.37 -2.00 0.20 -0.050
H 1.30 -1.39 1.72 -0.011
```

The calculation puts the orbital gap (spin up / spin down) at 7.78 / 8.92 eV. For the total energy, the calculation gives -77978.588 eV. The net charge is 0. The value obtained for the LUMO energy (spin up / spin down) is -0.19 / 0.27 eV.

Entry 6:
Molecular formula: C3H4BrNO
Method: DFT, ωB97M-V/def2-TZVPD

Structure (XYZ):
```
10
Properties=species:S:1:pos:R:3:lowdin_charge:R:1
C -1.58 0.52 -0.16 -0.077
C -1.74 0.04 1.09 -0.543
C 1.81 -0.18 -1.05 -0.471
N 2.87 -0.58 -0.75 0.193
O 0.91 0.19 -1.67 0.133
Br -0.11 -0.15 2.13 0.587
H -0.70 0.88 -0.58 0.003
H -2.45 0.60 -0.77 0.055
H -2.42 -0.48 1.64 -0.013
H 3.41 -0.85 0.13 0.132
```

The calculation puts the orbital gap at 10.22 eV. For the total energy, the calculation gives -76754.449 eV. The net charge is 0. Its SMILES is C=CBr.N=C=O. The value obtained for the LUMO energy is 0.66 eV.

Entry 7:
Molecular formula: C3H4BrNO
Method: DFT, ωB97M-V/def2-TZVPD

Structure (XYZ):
```
10
Properties=species:S:1:pos:R:3:lowdin_charge:R:1
C 0.78 0.62 0.81 -0.159
C 0.76 1.03 -0.49 -0.105
C -1.10 0.05 0.14 -0.940
N -0.34 -0.08 1.18 0.065
O -0.48 0.70 -0.89 -0.044
Br -2.80 -0.58 -0.03 0.844
H 1.50 0.90 1.63 0.129
H 1.42 1.74 -0.93 0.115
H -0.08 -2.29 -0.48 0.040
H 0.34 -2.11 -0.94 0.053
```

The calculation puts the orbital gap at 10.09 eV. For the total energy, the calculation gives -76753.646 eV. The net charge is 0. Its SMILES is Brc1ncco1.[H][H]. The value obtained for the LUMO energy is 0.77 eV.

Entry 8:
Molecular formula: C3H4BrNO2
Method: DFT, ωB97M-V/def2-TZVPD

Structure (XYZ):
```
11
Properties=species:S:1:pos:R:3:lowdin_charge:R:1
C -0.95 -0.26 -0.16 -0.515
C 0.34 0.38 -0.46 -0.151
C 1.26 0.86 0.39 -0.051
N 2.42 1.50 0.00 -0.410
O 3.20 1.68 0.94 0.060
O 2.66 1.86 -1.15 0.078
Br -2.30 1.21 0.29 0.546
H -1.13 -1.06 0.65 0.100
H -1.40 -0.62 -1.07 0.037
H 0.41 0.62 -1.58 0.155
H 1.31 0.85 1.49 0.152
```

The calculation puts the orbital gap at 9.25 eV. For the total energy, the calculation gives -78799.296 eV. The net charge is 0. Its SMILES is O=[N+]([O-])/C=C/CBr. The value obtained for the LUMO energy is -1.39 eV.

Entry 9:
Molecular formula: C3H4BrNO2
Method: DFT, ωB97M-V/def2-TZVPD

Structure (XYZ):
```
11
Properties=species:S:1:pos:R:3:lowdin_spin:R:1
C -1.03 0.00 0.03 0.038
C 0.21 0.82 -0.21 0.222
C 1.38 0.33 0.23 -0.024
N 2.51 1.17 0.08 0.360
O 3.54 0.80 0.58 0.750
O 2.36 2.23 -0.46 0.617
Br -2.85 0.79 -0.35 0.000
H -1.25 -0.26 1.03 0.006
H -1.07 -0.90 -0.58 0.009
H 0.06 1.70 -0.68 0.021
H 1.60 -0.63 0.74 -0.001
```

The calculation puts the orbital gap (spin up / spin down) at 8.45 / 6.19 eV. For the total energy, the calculation gives -78795.852 eV. The net charge is 0. As for the multiplicity: 3. The value obtained for the LUMO energy (spin up / spin down) is 0.63 / -4.10 eV.

Entry 10:
Molecular formula: C3H4BrO3P
Method: DFT, ωB97M-V/def2-TZVPD

Structure (XYZ):
```
12
Properties=species:S:1:pos:R:3:lowdin_charge:R:1
C 1.63 -0.37 0.90 -0.048
C 0.81 -0.69 -0.09 -0.228
C 0.14 0.41 -0.88 -0.747
O -1.26 0.69 1.47 -0.423
O 0.58 1.63 -1.04 -0.308
O -2.58 1.50 -0.49 -0.461
P -1.46 0.69 0.01 0.197
Br -2.51 -1.53 -0.48 -0.127
H 2.08 -1.22 1.46 0.030
H 1.99 0.59 1.11 0.023
H 0.59 -1.70 -0.15 0.039
H -0.02 0.00 -1.82 0.053
```

The calculation puts the orbital gap at 5.58 eV. For the total energy, the calculation gives -88649.780 eV. The net charge is -2. Its SMILES is C=C[C@H]([O-])[P@@](=O)([O-])Br. The value obtained for the LUMO energy is 6.06 eV.

Entry 11:
Molecular formula: C3H4Cl2N2S
Method: DFT, ωB97M-V/def2-TZVPD

Structure (XYZ):
```
12
Properties=species:S:1:pos:R:3:lowdin_charge:R:1
C 0.65 -0.95 -0.05 -0.169
C 1.31 0.43 -0.01 -1.160
C -0.11 1.01 -0.06 -0.927
H -2.27 -0.47 0.93 0.117
H -2.48 -0.01 -0.57 0.070
H 0.86 -1.57 -0.97 0.128
H 0.81 -1.57 0.84 0.112
N -1.93 -0.66 -0.04 0.095
N -0.61 -0.24 -0.12 -0.202
S -0.72 2.49 0.04 0.682
Cl 2.26 0.83 -1.46 0.629
Cl 2.24 0.73 1.48 0.626
```

The calculation puts the orbital gap at 9.28 eV. For the total energy, the calculation gives -42034.586 eV. The net charge is 0. Its SMILES is NN1CC(Cl)(Cl)C1=S. The value obtained for the LUMO energy is 0.27 eV.

Entry 12:
Molecular formula: C3H4Cl2O
Method: DFT, ωB97M-V/def2-TZVPD

Structure (XYZ):
```
10
Properties=species:S:1:pos:R:3:lowdin_charge:R:1
C -1.95 2.12 -0.52 -0.071
C -0.16 0.70 -0.74 -0.302
C 0.44 -0.25 -0.07 -1.227
H -1.91 2.41 0.53 0.101
H -1.28 2.72 -1.08 0.064
H -2.98 2.24 -0.88 0.099
H 0.36 1.42 -1.39 0.136
O -1.50 0.78 -0.60 -0.174
Cl 2.01 -0.81 -0.27 0.662
Cl -0.38 -0.98 1.18 0.712
```

The calculation puts the orbital gap at 9.57 eV. For the total energy, the calculation gives -30266.588 eV. The net charge is 0. Its SMILES is COC=C(Cl)Cl. The value obtained for the LUMO energy is 0.81 eV.

Entry 13:
Molecular formula: C3H4Cl2S
Method: DFT, ωB97M-V/def2-TZVPD

Structure (XYZ):
```
10
Properties=species:S:1:pos:R:3:lowdin_charge:R:1
C 0.07 0.86 0.37 -0.774
C -0.97 -0.13 0.38 -0.685
C 0.48 -0.68 0.48 -0.553
H 1.40 -0.05 -1.73 -0.027
H 0.31 1.59 1.24 0.123
H -1.75 -0.29 1.09 0.072
H 0.74 -1.20 1.35 0.077
S 0.72 1.63 -1.07 0.521
Cl -2.02 -0.24 -1.10 0.543
Cl 1.02 -1.49 -1.01 0.702
```

The calculation puts the orbital gap at 8.77 eV. For the total energy, the calculation gives -39052.281 eV. The net charge is 0. The value obtained for the LUMO energy is 0.33 eV.

Entry 14:
Molecular formula: C3H4Cl4
Method: DFT, ωB97M-V/def2-TZVPD

Structure (XYZ):
```
11
Properties=species:S:1:pos:R:3:lowdin_charge:R:1
C -0.74 -0.09 -1.11 -0.138
C 0.66 -0.17 0.95 -0.658
C -0.52 0.42 0.29 -1.202
Cl 2.86 -0.13 -0.95 -0.193
Cl 0.73 -1.84 1.15 0.746
Cl -0.23 2.29 0.61 0.521
Cl -1.89 0.13 1.42 0.627
H -1.66 0.24 -1.58 0.087
H 0.27 0.14 -1.62 0.060
H -0.72 -1.21 -0.93 0.083
H 1.25 0.23 1.78 0.068
```

The calculation puts the orbital gap (spin up / spin down) at 6.75 / 6.75 eV. For the total energy, the calculation gives -53262.623 eV. The net charge is 0. The value obtained for the LUMO energy (spin up / spin down) is -3.04 / -3.04 eV.

Entry 15:
Molecular formula: C3H4Cl4N2
Method: DFT, ωB97M-V/def2-TZVPD

Structure (XYZ):
```
13
Properties=species:S:1:pos:R:3:lowdin_charge:R:1
C 1.72 -0.09 0.02 -0.270
C -0.45 -0.96 -0.66 -0.120
C 3.16 -0.01 -0.04 -1.474
N 0.94 -0.91 -0.51 0.012
N 0.30 1.73 0.80 -0.402
Cl 3.90 -1.72 -0.56 0.439
Cl 3.94 0.28 1.60 0.518
Cl 3.74 1.17 -1.16 0.629
Cl 0.53 3.01 -0.33 0.443
H -0.80 -1.31 0.39 0.127
H -0.87 -1.57 -1.46 0.081
H -0.88 0.07 -0.76 0.074
H 0.90 1.69 1.58 -0.058
```

The calculation puts the orbital gap (spin up / spin down) at 8.47 / 7.55 eV. For the total energy, the calculation gives -56240.369 eV. The net charge is 0. The value obtained for the LUMO energy (spin up / spin down) is -1.26 / -1.07 eV.

Entry 16:
Molecular formula: C3H4ClF
Method: DFT, ωB97M-V/def2-TZVPD

Structure (XYZ):
```
9
Properties=species:S:1:pos:R:3:lowdin_charge:R:1
C 0.56 -0.59 -0.38 -0.135
C -0.22 -0.09 0.79 -0.367
C -0.15 0.74 -0.50 -0.607
F 0.36 0.27 1.97 -0.015
Cl -1.68 0.66 -1.41 0.602
H 1.72 -0.67 -0.37 0.142
H 0.21 -1.56 -0.89 0.127
H -1.22 -0.37 1.22 0.161
H 0.41 1.62 -0.43 0.090
```

The calculation puts the orbital gap at 11.38 eV. For the total energy, the calculation gives -18413.956 eV. The net charge is 0. Its SMILES is F[C@@H]1C[C@H]1Cl. The value obtained for the LUMO energy is 1.10 eV.

Entry 17:
Molecular formula: C3H4ClFO3
Method: DFT, ωB97M-V/def2-TZVPD

Structure (XYZ):
```
12
Properties=species:S:1:pos:R:3:lowdin_charge:R:1
C -0.29 1.29 -1.28 -0.151
C -0.34 -0.52 0.16 -0.588
C 0.50 -0.84 1.35 -0.458
O -0.79 0.79 0.01 0.008
O 0.02 0.17 -1.99 -0.044
O 0.64 -0.67 -1.02 0.001
F -1.37 -1.41 0.08 0.093
Cl -0.44 -0.47 2.83 0.606
H -0.88 1.90 -1.92 0.142
H 0.75 1.67 -0.96 0.163
H 1.35 -0.06 1.21 0.136
H 0.85 -1.86 1.54 0.093
```

The calculation puts the orbital gap at 11.55 eV. For the total energy, the calculation gives -24554.581 eV. The net charge is 0. Its SMILES is F[C@]1(CCl)OCOO1. The value obtained for the LUMO energy is 0.82 eV.

Entry 18:
Molecular formula: C3H4ClN3
Method: DFT, ωB97M-V/def2-TZVPD

Structure (XYZ):
```
11
Properties=species:S:1:pos:R:3:lowdin_charge:R:1
C 0.32 -0.64 0.00 -0.392
C 0.68 0.73 0.35 -0.021
C -0.38 1.45 -0.14 -0.701
H 1.72 -1.83 0.90 0.117
H 0.30 -2.63 0.21 0.079
H 1.51 1.05 0.89 0.076
H -2.20 0.74 -0.94 0.137
N 0.96 -1.87 0.15 0.068
N -1.27 0.56 -0.63 -0.073
N -0.88 -0.71 -0.60 0.063
Cl -0.76 3.16 -0.19 0.646
```

The calculation puts the orbital gap at 9.20 eV. For the total energy, the calculation gives -20167.925 eV. The net charge is 0. Its SMILES is Nc1cc(Cl)[nH]n1. The value obtained for the LUMO energy is 0.91 eV.

Entry 19:
Molecular formula: C3H4ClNO2S
Method: DFT, ωB97M-V/def2-TZVPD

Structure (XYZ):
```
12
Properties=species:S:1:pos:R:3:lowdin_charge:R:1
C -0.91 1.53 -0.47 -0.240
C 1.62 -0.19 -0.08 -0.063
C -1.08 0.37 0.58 -0.706
N -0.64 2.41 -1.16 0.176
O -0.15 -2.10 0.75 -0.294
O -0.50 -1.13 -1.44 -0.308
S -0.08 -0.97 -0.09 0.536
Cl -2.78 -0.20 0.65 0.661
H 1.64 -0.02 -1.14 0.061
H 1.42 0.70 0.44 0.028
H 2.25 -0.94 0.38 0.070
H -0.78 0.53 1.59 0.079
```

The calculation puts the orbital gap at 11.66 eV. For the total energy, the calculation gives -32116.403 eV. The net charge is 0. Its SMILES is CS(=O)(=O)[C@H](Cl)C#N. The value obtained for the LUMO energy is 0.32 eV.

Entry 20:
Molecular formula: C3H4ClNO2S
Method: DFT, ωB97M-V/def2-TZVPD

Structure (XYZ):
```
12
Properties=species:S:1:pos:R:3:lowdin_charge:R:1
C 0.99 -1.01 -0.51 -0.428
C 0.64 -0.55 0.91 -0.089
C 1.16 0.36 -0.91 0.006
N 0.89 0.78 0.39 -0.003
O 1.13 -2.09 -1.08 0.053
O -1.59 1.53 -0.40 -0.639
S -2.26 0.31 -0.89 0.640
Cl -3.55 -0.19 0.83 0.058
H -0.38 -0.61 1.22 0.081
H 1.40 -0.76 1.68 0.130
H 1.47 0.79 -1.77 0.087
H 0.10 1.44 0.53 0.103
```

The calculation puts the orbital gap (spin up / spin down) at 5.79 / 8.43 eV. For the total energy, the calculation gives -32114.876 eV. The net charge is 0. The value obtained for the LUMO energy (spin up / spin down) is -2.38 / -1.33 eV.

Energy relative to the best compared isomer or geometry (same formula, charge and spin) (kJ/mol)
261.52, 275.82, 377.42, 70.98, 445.09, 103.37, 180.85, 330.64, 330.28, 0.00, 74.80, 162.93, 298.80, 227.97, 292.59, 107.82, 297.01, 61.05, 86.63, 234.03